Entry 1:
Molecular formula: C34H44N9O10P2S2Y
Method: DFT, ωB97M-V/def2-TZVPD

Properties
Lowest unoccupied orbital energy = -5.22 eV
ΔE to the lowest compared entry with this formula, charge and spin = 0.0000 eV
Charge = +2
Kohn-Sham gap = 0.287 hartree
Largest force on an atom = 0.6 eV/Å
2S+1 = 1
Calculated total energy = -4084.74433 Eh

Cartesian coordinates (Å):
Y (-1.34901, 0.23852, -0.35677)
S (1.06037, -1.45330, 0.36604)
C (2.27906, -0.31317, 0.47780)
N (3.05902, -0.17481, 1.53349)
C (4.22376, 0.71402, 1.49602)
C (4.82061, 0.67045, 0.11754)
N (3.78565, 1.03045, -0.85398)
C (4.20341, 1.94733, -1.92359)
C (4.46976, 3.33109, -1.37684)
C (3.49630, 3.98846, -0.62452)
C (3.74415, 5.25617, -0.12206)
C (4.96211, 5.88064, -0.36853)
C (5.92980, 5.23150, -1.11778)
C (5.68514, 3.95745, -1.61700)
C (2.54084, 0.62153, -0.68687)
S (1.27536, 1.06459, -1.67958)
C (2.89480, -0.95024, 2.77492)
C (3.98494, -1.98720, 2.91875)
C (4.13024, -2.99262, 1.96309)
C (5.14905, -3.92393, 2.08407)
C (6.02753, -3.86341, 3.16005)
C (5.88412, -2.86906, 4.11404)
C (4.86674, -1.93000, 3.99009)
H (4.94156, 0.34718, 2.22685)
H (3.93364, 1.73477, 1.75965)
H (5.21420, -0.32527, -0.10306)
H (5.62612, 1.39651, 0.03162)
H (3.42555, 1.96030, -2.68201)
H (5.10885, 1.53270, -2.36826)
H (2.53500, 3.51663, -0.44727)
H (2.98140, 5.76578, 0.45362)
H (5.15278, 6.87261, 0.01984)
H (6.87919, 5.71256, -1.31331)
H (6.44650, 3.45243, -2.20138)
H (1.90181, -1.38955, 2.76010)
H (2.95352, -0.23658, 3.59866)
H (3.43831, -3.04753, 1.13067)
H (5.25808, -4.70437, 1.34202)
H (6.82086, -4.59335, 3.25310)
H (6.56395, -2.81936, 4.95436)
H (4.75627, -1.15342, 4.73966)
N (-2.32354, 4.59659, 1.88539)
C (-2.17631, 3.13459, 2.28341)
C (-2.13006, 2.99103, 3.79750)
P (-3.58620, 2.28688, 1.40557)
O (-4.64580, 2.07676, 2.57896)
O (-4.05496, 3.25390, 0.37687)
O (-3.04617, 0.94406, 0.98208)
P (-0.65198, 2.50542, 1.45570)
O (0.43945, 3.60046, 1.88696)
O (-0.33646, 1.11180, 1.89581)
O (-0.90796, 2.62327, -0.02203)
H (-2.79226, 4.59425, 0.95613)
H (-1.42390, 5.08078, 1.85481)
H (-2.94245, 5.08801, 2.53199)
H (-3.05254, 3.34769, 4.25653)
H (-1.28481, 3.53598, 4.22471)
H (-2.01983, 1.93927, 4.05736)
H (-5.55421, 2.28751, 2.32592)
H (0.98795, 3.34567, 2.63982)
C (-0.57615, -2.43918, -4.57840)
O (-0.86314, -1.02162, -4.60564)
C (-1.12727, -0.44828, -3.46207)
O (-1.03928, -0.99564, -2.35858)
N (-1.51301, 0.83814, -3.61216)
N (-1.70934, 1.60890, -2.46512)
H (-0.26620, -2.68495, -5.58692)
H (-1.47985, -2.98855, -4.32222)
H (0.21826, -2.64534, -3.86664)
H (-1.52559, 1.25696, -4.52993)
H (-2.64142, 2.01515, -2.46979)
H (-1.02658, 2.36122, -2.40406)
N (-2.31729, -6.10639, -0.26467)
C (-3.26323, -5.14835, -0.19410)
O (-4.30214, -5.17540, -0.82808)
C (-2.94815, -3.97752, 0.69717)
C (-3.56012, -3.81634, 1.93460)
C (-3.26516, -2.68907, 2.68305)
C (-2.42629, -1.73280, 2.14074)
N (-1.89043, -1.84888, 0.92330)
C (-2.11169, -2.97694, 0.24141)
H (-2.51310, -6.93408, -0.80609)
H (-1.53377, -6.11582, 0.36455)
H (-4.24834, -4.56603, 2.30438)
H (-3.69246, -2.54223, 3.66486)
H (-2.18850, -0.82209, 2.67435)
H (-1.61628, -3.06060, -0.72173)
N (-4.80369, -4.12458, -3.57000)
C (-4.98174, -2.89590, -4.09535)
O (-5.10479, -2.66474, -5.28141)
C (-4.94252, -1.73919, -3.12782)
C (-5.90082, -0.73890, -3.20585)
C (-5.75625, 0.37500, -2.39930)
C (-4.63833, 0.47575, -1.58748)
N (-3.68740, -0.46563, -1.52497)
C (-3.87338, -1.56478, -2.26817)
H (-4.85288, -4.90503, -4.20524)
H (-4.78654, -4.31435, -2.57814)
H (-6.72685, -0.83435, -3.89918)
H (-6.48174, 1.17655, -2.41133)
H (-4.49183, 1.35940, -0.97939)
H (-3.10398, -2.32393, -2.21527)

---

Entry 2:
Molecular formula: C34H45Cl2CsN5O7
Method: DFT, ωB97M-V/def2-TZVPD

Properties
Lowest unoccupied orbital energy = -2.36 eV
ΔE to the lowest compared entry with this formula, charge and spin = 0.4230 eV
Charge = +1
Kohn-Sham gap = 0.250 hartree
Largest force on an atom = 0.9 eV/Å
2S+1 = 1
Calculated total energy = -3063.38971 Eh

Cartesian coordinates (Å):
Cs (0.76269, -0.01120, 0.68759)
C (-0.30614, -0.64248, 4.42576)
C (0.99989, -1.42627, 4.30336)
O (2.13026, -0.65354, 3.94415)
C (2.34375, 0.47683, 4.76478)
C (3.44509, 1.31468, 4.14760)
O (3.13174, 1.79815, 2.85353)
C (2.66327, 3.13967, 2.79771)
C (1.18657, 3.29975, 3.11392)
O (0.46428, 2.59489, 2.13478)
C (-0.91230, 2.38400, 2.39085)
C (-1.18499, 1.41007, 3.53574)
O (-0.36872, 0.27163, 3.35568)
H (-1.14758, -1.34304, 4.39820)
H (-0.37815, -0.09199, 5.37241)
H (1.17437, -1.94576, 5.25624)
H (0.92006, -2.18977, 3.52771)
H (1.43072, 1.06845, 4.84652)
H (2.64224, 0.16481, 5.77547)
H (3.69600, 2.14068, 4.82126)
H (4.34254, 0.69652, 4.04508)
H (3.25723, 3.77397, 3.46433)
H (2.83314, 3.47177, 1.77275)
H (0.96241, 2.94160, 4.12354)
H (0.93297, 4.36814, 3.08435)
H (-1.40605, 3.33816, 2.61916)
H (-1.34575, 2.04533, 1.44788)
H (-0.95321, 1.86328, 4.51094)
H (-2.24618, 1.14462, 3.53827)
Cl (0.82936, -1.15689, -7.30812)
C (1.15132, -1.01781, -5.60714)
C (2.46931, -0.87001, -5.17103)
C (2.71585, -0.75725, -3.82944)
Cl (4.36268, -0.58204, -3.28296)
C (1.70340, -0.77071, -2.81433)
O (1.97838, -0.63394, -1.58843)
C (0.36564, -0.95197, -3.31738)
C (-0.80275, -1.04173, -2.46687)
O (-0.85363, -0.99187, -1.24739)
C (0.12712, -1.06186, -4.69585)
H (3.28211, -0.84288, -5.88335)
H (-1.73995, -1.17645, -3.03728)
H (-0.89025, -1.18750, -5.04995)
C (5.73540, -2.74109, 1.88929)
C (4.32167, -2.24306, 2.27476)
N (3.63265, -1.74929, 1.09332)
C (3.63262, -2.76537, 0.04350)
C (5.06990, -2.98518, -0.47362)
N (5.99419, -2.28229, 0.48384)
C (5.79022, -0.79404, 0.38999)
C (4.28225, -0.53269, 0.60963)
H (5.81959, -3.82699, 1.89040)
H (6.52365, -2.32837, 2.51741)
H (4.36310, -1.44639, 3.01346)
H (3.75054, -3.06040, 2.71531)
H (2.99505, -2.41299, -0.76737)
H (3.21848, -3.68997, 0.44664)
H (5.22369, -2.53596, -1.45337)
H (5.36420, -4.03328, -0.50482)
H (6.95481, -2.50358, 0.23372)
H (6.12978, -0.47951, -0.59540)
H (6.42598, -0.33766, 1.14834)
H (3.81561, -0.25515, -0.33692)
H (4.12595, 0.26723, 1.33403)
C (-7.36231, 1.10490, -6.40360)
C (-6.25076, 1.29937, -5.41076)
C (-5.55059, 0.21656, -4.89325)
C (-4.50627, 0.40134, -3.99901)
C (-4.16083, 1.68317, -3.57794)
N (-3.10055, 1.89567, -2.65153)
C (-3.03465, 1.46098, -1.34793)
O (-2.13454, 1.83703, -0.61380)
N (-4.02903, 0.60286, -0.96200)
C (-4.15503, -0.04368, 0.27201)
C (-5.42291, -0.40934, 0.70698)
C (-5.54749, -1.07131, 1.91916)
C (-4.40866, -1.32726, 2.65953)
N (-3.18779, -0.98292, 2.25074)
C (-3.06026, -0.37649, 1.07915)
C (-4.85760, 2.77281, -4.08948)
C (-5.88227, 2.57777, -4.99974)
H (-7.66329, 0.06023, -6.46374)
H (-7.05000, 1.42054, -7.40076)
H (-8.23754, 1.69629, -6.13296)
H (-5.81191, -0.78693, -5.20609)
H (-3.95466, -0.45003, -3.62330)
H (-2.40851, 2.60167, -2.84732)
H (-4.79816, 0.47991, -1.60255)
H (-6.30017, -0.17543, 0.11575)
H (-6.51727, -1.37171, 2.29110)
H (-4.47482, -1.83039, 3.61748)
H (-2.06365, -0.11686, 0.75378)
H (-4.59142, 3.77047, -3.76257)
H (-6.41513, 3.43677, -5.38949)

---

Entry 3:
Molecular formula: C34H45N2ORuSSb2Se3Te
Method: DFT, ωB97M-V/def2-TZVPD

Properties
Lowest unoccupied orbital energy (spin up / spin down) = -2.59 / -2.39 eV
Kohn-Sham gap (spin up / spin down) = 0.154 / 0.158 hartree
Largest force on an atom = 1.5 eV/Å
2S+1 = 2
Calculated total energy = -9953.10637 Eh
Expectation value of S² = 1.140

Cartesian coordinates (Å):
Ru (0.08533, -1.15856, -0.00984)
C (2.80883, 3.59774, -1.55514)
Sb (1.26503, 2.07984, -1.76944)
C (0.63863, 2.43604, 0.27716)
C (-0.05697, 3.54934, -2.78774)
C (-1.01517, 4.12844, -1.84424)
C (-0.72337, 5.34464, -1.22804)
C (-1.59807, 5.92074, -0.32954)
C (-2.78427, 5.27484, -0.01794)
C (-3.07497, 4.05694, -0.59894)
C (-2.20857, 3.46304, -1.51434)
C (-2.57057, 2.17574, -2.10774)
Sb (-1.91537, 0.39814, -0.99544)
C (-3.51247, 0.74004, 0.46126)
C (-3.16377, -0.86016, -2.27104)
H (2.33633, 4.53834, -1.29974)
H (3.33403, 3.71244, -2.49484)
H (3.51913, 3.33394, -0.78134)
H (1.03243, 3.38114, 0.64016)
H (1.02403, 1.61774, 0.88886)
H (-0.45107, 2.45264, 0.34726)
H (-0.53657, 3.01934, -3.60434)
H (0.61533, 4.29644, -3.19354)
H (0.20153, 5.84604, -1.48554)
H (-1.35867, 6.86714, 0.13476)
H (-3.47887, 5.72474, 0.67496)
H (-4.00697, 3.56434, -0.36194)
H (-2.19537, 2.04494, -3.11324)
H (-3.64637, 2.05444, -2.11734)
H (-4.45087, 0.83364, -0.08534)
H (-3.33417, 1.65354, 1.03186)
H (-3.59437, -0.10346, 1.14846)
H (-3.93007, -0.23336, -2.73314)
H (-3.63707, -1.63956, -1.66864)
H (-2.56187, -1.33666, -3.04634)
Se (-1.84657, -2.37916, 0.67416)
Se (-2.20727, -4.00836, -0.75584)
Te (1.82633, -4.64576, -0.76474)
Se (1.22383, -3.06696, 0.94376)
C (0.27783, -0.76756, -4.14594)
C (0.44633, -1.99806, -3.24024)
C (-0.27387, -3.20836, -3.83304)
C (1.92203, -2.21776, -3.00474)
C (2.67413, -2.92696, -3.92854)
C (4.03883, -3.06666, -3.77914)
C (4.66703, -2.48626, -2.68914)
C (3.97863, -1.73936, -1.75304)
C (4.75863, -1.10446, -0.62254)
C (4.78973, 0.41694, -0.78204)
C (4.19773, -1.47556, 0.74726)
C (2.56943, -1.55926, -1.90764)
O (1.90173, -0.78336, -1.09844)
H (-0.71187, -0.32016, -4.03204)
H (0.41193, -1.05576, -5.18624)
H (1.02823, -0.00856, -3.91544)
H (-0.01857, -1.78276, -2.24524)
H (0.01883, -3.36706, -4.86784)
H (-1.35137, -3.06366, -3.80274)
H (-0.05177, -4.11166, -3.26694)
H (2.18273, -3.39196, -4.76854)
H (4.61623, -3.62756, -4.49774)
H (5.73293, -2.61056, -2.56574)
H (5.78903, -1.47436, -0.68274)
H (3.77563, 0.81054, -0.72814)
H (5.21773, 0.69694, -1.74254)
H (5.38273, 0.87034, 0.01076)
H (3.15423, -1.15966, 0.79016)
H (4.74683, -0.96926, 1.53996)
H (4.25073, -2.55166, 0.91786)
S (-0.53567, -1.34806, 6.54026)
C (-0.24807, -0.90036, 4.86396)
C (1.05623, -0.94936, 4.37166)
C (1.28833, -0.58146, 3.06276)
N (0.32913, -0.15896, 2.23206)
C (-0.90427, -0.05326, 2.73596)
C (-1.24847, -0.42606, 4.01736)
C (-2.27237, -1.82016, 6.47266)
C (-3.28287, -0.93346, 6.81236)
C (-4.58877, -1.40456, 6.76566)
N (-4.90377, -2.63816, 6.41986)
C (-3.93417, -3.47246, 6.09826)
C (-2.59327, -3.11876, 6.11166)
H (1.87413, -1.27546, 4.99406)
H (2.29253, -0.62186, 2.66016)
H (-1.65327, 0.38474, 2.08586)
H (-2.27477, -0.33086, 4.34336)
H (-3.07047, 0.08124, 7.10836)
H (-5.42747, -0.76856, 7.01626)
H (-4.24757, -4.46906, 5.82036)
H (-1.82837, -3.83596, 5.86016)